Record 1
A cluster of 2 separate species, ClH2NO2S in total at a distorted geometry, computed with ωB97M-V with the def2-TZVPD basis set.

The geometry in XYZ format:
```
7
Properties=species:S:1:pos:R:3:nbo_charge:R:1
N -0.144 -0.290 -0.249 -0.22
O -2.087 0.473 0.166 -0.82
O -0.499 -1.110 -1.126 -0.40
S -2.970 -0.374 -0.660 0.91
Cl -3.335 -2.051 0.335 -0.21
H -0.098 -0.480 0.848 0.38
H 0.356 0.592 -0.650 0.36
```

The value obtained for the energy relative to the best compared isomer or geometry (same formula, charge and spin) is 3.148 eV. For the LUMO energy (spin up / spin down), the calculation gives 0.01035 / -0.02607 Ha. As for the frontier orbital gap (spin up / spin down): 8.896 / 7.926 eV.

Record 2
A cluster of 2 separate species, C5H7N in total at a distorted geometry, computed with ωB97M-V with the def2-TZVPD basis set.

The geometry in XYZ format:
```
13
Properties=species:S:1:pos:R:3:nbo_charge:R:1
C 0.095 -1.552 0.142 -0.27
C 1.270 -1.062 -0.248 -0.34
C 2.059 -0.216 0.603 0.25
N 2.699 0.476 1.278 -0.31
H -0.507 -2.160 -0.526 0.21
H -0.312 -1.347 1.127 0.21
H 1.661 -1.234 -1.245 0.24
C -1.673 0.864 0.088 -0.40
C -0.660 1.518 -0.465 -0.38
H -2.467 0.420 -0.508 0.19
H -1.742 0.728 1.165 0.19
H 0.154 1.926 0.132 0.20
H -0.577 1.638 -1.543 0.19
```

Its SMILES is C=CC#N.C=C. The value obtained for the energy relative to the best compared isomer or geometry (same formula, charge and spin) is 2.156 eV. For the LUMO energy, the calculation gives 0.01185 Ha. As for the frontier orbital gap: 10.121 eV.

Record 3
An isolated molecule of C21H23ClN4O7S2 at a distorted geometry, computed with ωB97M-V with the def2-TZVPD basis set.

The geometry in XYZ format:
```
58
Properties=species:S:1:pos:R:3:nbo_charge:R:1
C -6.604 -1.644 4.845 -0.25
O -5.793 -0.512 4.650 -0.48
C -5.102 -0.389 3.491 0.29
C -5.133 -1.311 2.447 -0.37
C -4.392 -1.103 1.294 0.28
O -4.369 -1.956 0.223 -0.51
C -5.124 -3.143 0.286 -0.25
C -3.597 0.049 1.170 0.15
N -2.876 0.194 -0.023 -0.61
C -2.048 1.196 -0.388 0.67
O -1.770 2.172 0.270 -0.60
C -1.480 0.993 -1.807 -0.33
N -0.299 1.802 -1.982 -0.41
C -0.405 3.149 -2.011 0.33
N 0.587 3.968 -2.077 -0.48
C 1.807 3.402 -2.112 0.05
S 3.264 4.322 -2.212 0.45
C 4.227 2.859 -2.237 -0.09
C 5.701 2.989 -2.335 -0.68
C 3.452 1.744 -2.158 -0.37
S 4.036 0.050 -2.236 2.34
O 5.477 0.075 -2.297 -0.97
O 3.359 -0.621 -3.299 -0.92
N 3.517 -0.521 -0.759 -0.67
C 4.406 -0.217 0.341 -0.25
C 5.510 -1.274 0.463 -0.09
O 4.965 -2.573 0.543 -0.53
C 4.182 -2.868 -0.596 -0.09
C 3.022 -1.882 -0.731 -0.26
C 2.060 2.035 -2.083 -0.23
C 0.946 1.129 -1.954 0.67
O 0.972 -0.076 -1.827 -0.61
C -3.562 0.970 2.206 -0.25
C -4.306 0.752 3.350 -0.09
Cl -4.262 1.899 4.633 0.02
H -7.404 -1.700 4.099 0.18
H -6.018 -2.568 4.825 0.18
H -7.044 -1.520 5.833 0.21
H -5.741 -2.195 2.540 0.23
H -4.941 -3.656 -0.657 0.21
H -4.799 -3.782 1.113 0.18
H -6.194 -2.933 0.380 0.18
H -3.011 -0.582 -0.658 0.42
H -2.242 1.276 -2.539 0.23
H -1.177 -0.047 -1.959 0.27
H -1.401 3.565 -1.988 0.20
H 6.152 2.003 -2.394 0.28
H 5.968 3.564 -3.221 0.23
H 6.092 3.519 -1.467 0.23
H 4.842 0.766 0.161 0.22
H 3.807 -0.190 1.257 0.21
H 6.087 -1.130 1.379 0.19
H 6.172 -1.194 -0.411 0.19
H 3.819 -3.887 -0.457 0.20
H 4.804 -2.815 -1.503 0.17
H 2.473 -2.037 -1.657 0.26
H 2.341 -1.971 0.120 0.21
H -2.953 1.853 2.116 0.27
```

Its SMILES is COc1cc(OC)c(NC(=O)Cn2cnc3sc(C)c(S(=O)(=O)N4CCOCC4)c3c2=O)cc1Cl. The value obtained for the energy relative to the best compared isomer or geometry (same formula, charge and spin) is 0.243 eV. For the LUMO energy, the calculation gives 0.01064 Ha. As for the frontier orbital gap: 8.423 eV.

Record 4
A cluster of 6 separate species, C30H24BBrO13P2 in total at a distorted geometry, computed with ωB97M-V with the def2-TZVPD basis set.

The geometry in XYZ format:
```
71
Properties=species:S:1:pos:R:3:mulliken_charge:R:1
O 2.953 -1.602 1.038 -0.70
C 3.427 -2.721 1.147 0.25
C 3.653 -3.575 -0.038 0.05
C 4.171 -4.795 0.085 -0.56
C 4.536 -5.343 1.411 0.20
O 5.003 -6.456 1.524 -0.56
C 4.312 -4.484 2.596 -0.46
C 3.796 -3.263 2.473 -0.54
H 3.379 -3.159 -0.997 0.92
H 4.344 -5.438 -0.767 0.47
H 4.586 -4.902 3.556 0.44
H 3.621 -2.617 3.325 0.48
O -3.433 -1.829 -0.763 -0.53
C -2.352 -2.265 -1.098 0.18
C -2.040 -2.532 -2.522 -0.43
C -0.853 -3.012 -2.890 -0.38
C 0.203 -3.296 -1.891 0.38
O 1.287 -3.730 -2.222 -0.54
C -0.109 -3.031 -0.472 -0.22
C -1.294 -2.552 -0.103 -0.35
H -2.824 -2.317 -3.237 0.43
H -0.605 -3.214 -3.925 0.42
H 0.674 -3.245 0.243 0.45
H -1.535 -2.350 0.932 0.57
O -4.762 2.307 0.522 -0.46
C -5.950 2.180 0.747 0.16
C -6.612 0.861 0.638 -0.31
C -7.914 0.724 0.883 -0.32
C -8.748 1.884 1.275 0.27
O -9.933 1.759 1.499 -0.55
C -8.083 3.203 1.383 -0.31
C -6.781 3.341 1.138 -0.35
H -5.984 0.026 0.351 0.54
H -8.420 -0.230 0.809 0.44
H -8.709 4.038 1.670 0.42
H -6.273 4.295 1.213 0.46
O -1.436 5.722 -4.370 -0.55
C -1.863 5.673 -3.236 0.32
C -1.656 6.794 -2.290 -0.37
C -2.123 6.740 -1.044 -0.41
C -2.869 5.559 -0.553 0.35
O -3.297 5.516 0.581 -0.53
C -3.076 4.437 -1.499 -0.10
C -2.609 4.492 -2.745 -0.45
H -1.109 7.648 -2.667 0.41
H -1.982 7.549 -0.338 0.43
H -3.623 3.582 -1.122 0.46
H -2.750 3.685 -3.452 0.44
O 8.322 0.939 -2.715 -0.54
C 7.938 -0.160 -2.379 0.31
C 6.835 -0.323 -1.405 -0.45
C 6.415 -1.531 -1.033 -0.19
C 7.032 -2.763 -1.580 0.44
O 6.656 -3.870 -1.249 -0.48
C 8.136 -2.597 -2.553 -0.39
C 8.556 -1.389 -2.924 -0.42
H 6.396 0.587 -1.016 0.44
H 5.614 -1.665 -0.323 0.45
H 8.576 -3.507 -2.941 0.43
H 9.360 -1.250 -3.635 0.40
O 1.443 -0.456 3.431 -0.38
B 0.543 0.621 3.469 0.56
O 0.690 1.663 4.408 -0.51
P -0.873 0.573 2.134 -0.08
P -2.710 -0.080 3.122 0.39
O -3.369 1.248 3.910 -0.52
Br -1.932 -1.442 4.739 -0.28
H 1.764 -0.473 2.521 0.27
H 1.375 2.216 4.040 0.29
H -1.061 1.950 1.809 -0.02
H -4.046 1.648 3.373 0.33
```

Its SMILES is O=C1C=CC(=O)C=C1.O=C1C=CC(=O)C=C1.O=C1C=CC(=O)C=C1.O=C1C=CC(=O)C=C1.O=C1C=CC(=O)C=C1.OB(O)[PH]#P(O)Br. For the LUMO energy, the calculation gives -0.06375 Ha. As for the frontier orbital gap: 7.042 eV.

Record 5
A cluster of 2 separate species, C6H17NO in total at a distorted geometry, computed with ωB97M-V with the def2-TZVPD basis set.

The geometry in XYZ format:
```
25
Properties=species:S:1:pos:R:3:nbo_charge:R:1
C -2.352 0.331 -1.768 -0.63
C -0.828 0.107 -1.489 -0.43
C -0.495 -0.417 -0.064 -0.22
N 0.546 0.461 0.493 -0.64
C 1.933 0.127 0.173 -0.06
C 2.792 1.360 0.561 -0.61
C 2.389 -1.175 0.815 -0.64
H -2.869 -0.357 -1.122 0.21
H -2.655 1.359 -1.925 0.22
H -2.551 -0.129 -2.755 0.21
H -0.202 -0.236 -2.317 0.20
H -0.450 1.118 -1.497 0.21
H -0.092 -1.430 -0.249 0.17
H -1.390 -0.522 0.535 0.19
H 0.381 0.600 1.480 0.36
H 2.104 0.017 -0.900 0.19
H 3.397 1.155 1.452 0.20
H 3.428 1.634 -0.276 0.21
H 2.159 2.211 0.810 0.22
H 3.278 -1.652 0.361 0.21
H 2.786 -1.058 1.825 0.21
H 1.648 -1.967 0.692 0.21
O -4.241 -0.851 1.804 -0.95
H -5.125 -0.514 1.649 0.48
H -3.591 -0.172 1.712 0.47
```

Its SMILES is CCCNC(C)C.O. The value obtained for the energy relative to the best compared isomer or geometry (same formula, charge and spin) is 1.578 eV. For the LUMO energy, the calculation gives 0.03188 Ha. As for the frontier orbital gap: 9.406 eV.

no.,E (eV)
1,-28971.329
2,-6786.357
3,-76635.729
4,-147409.924
5,-10034.005